# 1
{
  "formula": "CH4ClNO",
  "method": "ωB97M-V/def2-TZVPD",
  "species": ["C", "O", "H", "H", "N", "Cl", "H", "H"],
  "xyz": [[2.0238, -0.5398, -0.2358], [0.8528, -0.3519, -0.3527], [2.5031, -1.6296, -0.5818], [2.8346, 0.1474, 0.2319], [-1.8551, 0.5329, 0.5198], [-3.5681, 0.3117, 0.0308], [-1.6417, 1.5061, 0.4755], [-1.1494, 0.0233, -0.0878]],
  "lowdin_charge": [-0.155, -0.025, 0.123, 0.099, -0.416, 0.386, -0.015, 0.003],
  "e_homo_ha": -0.3428,
  "lumo_energy_ev": 0.39,
  "e_above_lowest_ev": 2.993,
  "smiles": "C=O.NCl",
  "homo_lumo_gap_ev": 9.72
}

---

# 2
{
  "formula": "C3H4NO",
  "method": "ωB97M-V/def2-TZVPD",
  "species": ["C", "C", "C", "N", "O", "H", "H", "H", "H"],
  "xyz": [[0.3329, 1.3911, 0.1628], [0.3525, -0.3699, 0.5715], [-0.4285, -0.0352, -0.8184], [0.8465, 0.9566, 1.1530], [-0.4431, 1.4496, -0.8228], [-0.7547, -1.4754, 1.6079], [1.2299, -0.8976, 0.5993], [0.2825, -0.4587, -1.7034], [-1.4181, -0.5604, -0.7499]],
  "lowdin_charge": [-0.144, -0.062, -0.019, 0.279, 0.196, 0.320, 0.067, 0.208, 0.155],
  "e_homo_ha": [-0.5808, -0.5807],
  "lumo_energy_ev": [-6.83, -6.83],
  "total_charge": 1,
  "e_above_lowest_ev": 7.234,
  "homo_lumo_gap_ev": [8.97, 8.97]
}

---

# 3
{
  "formula": "C35H59AlNO27",
  "method": "ωB97M-V/def2-TZVPD",
  "species": ["C", "C", "C", "C", "Al", "C", "O", "C", "O", "C", "C", "N", "C", "C", "C", "O", "H", "H", "H", "H", "H", "H", "H", "H", "H", "H", "H", "H", "H", "H", "H", "H", "H", "H", "H", "H", "H", "H", "H", "H", "H", "H", "H", "C", "C", "O", "C", "O", "O", "H", "H", "H", "H", "C", "C", "O", "C", "O", "O", "H", "H", "H", "H", "C", "C", "O", "C", "O", "O", "H", "H", "H", "H", "C", "C", "O", "C", "O", "O", "H", "H", "H", "H", "C", "C", "O", "C", "O", "O", "H", "H", "H", "H", "C", "C", "O", "C", "O", "O", "H", "H", "H", "H", "C", "C", "O", "C", "O", "O", "H", "H", "H", "H", "C", "C", "O", "C", "O", "O", "H", "H", "H", "H"],
  "xyz": [[4.5366, -1.5501, 1.3399], [3.0995, -0.9987, 1.3619], [3.0838, 0.3387, 0.6168], [1.8701, 1.2194, 0.9629], [0.2599, 1.0476, -0.2484], [0.5253, -0.1707, -1.8500], [1.2666, -1.3930, -1.5487], [2.2499, -1.6667, -2.4936], [-1.1815, 0.6179, 0.7971], [-2.4019, 0.6952, 0.1225], [-3.4657, -0.1803, 0.7748], [-3.5532, -1.5705, 0.2600], [-2.2831, -2.1347, -0.1873], [-2.3934, -3.6409, -0.3556], [-0.9987, -4.1448, -0.7385], [-2.8056, -4.2626, 0.8612], [5.0609, -1.2181, 2.2340], [4.5978, -2.6298, 1.2403], [5.0676, -1.0954, 0.5057], [2.3705, -1.6813, 0.9289], [2.8044, -0.8137, 2.3945], [3.9732, 0.8596, 0.9707], [3.1909, 0.1132, -0.4417], [1.5413, 0.9206, 1.9621], [2.1391, 2.2747, 1.0386], [-0.0498, 2.5290, -0.8571], [1.1134, 0.3854, -2.5862], [-0.3954, -0.4643, -2.3786], [2.9527, -0.8349, -2.6129], [2.8322, -2.5337, -2.1811], [1.8302, -1.8903, -3.4847], [-2.7805, 1.7280, 0.1983], [-2.3303, 0.4831, -0.9521], [-4.4255, 0.3149, 0.5992], [-3.3316, -0.1891, 1.8584], [-3.8873, -2.1412, 1.0269], [-1.5163, -1.9693, 0.5748], [-1.9662, -1.7247, -1.1376], [-3.1100, -3.8759, -1.1422], [-1.0046, -5.1883, -1.0389], [-0.6006, -3.4953, -1.5131], [-0.3508, -3.9834, 0.1211], [-2.0175, -4.6005, 1.3072], [-0.1017, 2.6211, 3.4929], [-0.7653, 3.2982, 4.6690], [0.2376, 3.1919, 5.6929], [1.4377, 3.0593, 5.0822], [2.4887, 3.1095, 5.6485], [1.2933, 2.8576, 3.7606], [-0.3935, 3.0460, 2.5358], [-0.2862, 1.5473, 3.4684], [-0.9678, 4.3546, 4.4846], [-1.6856, 2.8094, 4.9774], [-1.6608, -8.1637, -1.7517], [-1.4532, -9.6514, -1.5925], [-0.3995, -9.9158, -2.5233], [0.2884, -8.7610, -2.7201], [1.3191, -8.6848, -3.3056], [-0.3611, -7.7139, -2.1570], [-1.9677, -7.6765, -0.8291], [-2.3800, -7.9264, -2.5362], [-1.1139, -9.9225, -0.5902], [-2.3389, -10.2322, -1.8366], [-3.4495, -4.6033, -5.4223], [-3.3452, -4.2839, -3.9505], [-4.0799, -5.3622, -3.3538], [-4.0682, -6.4035, -4.2150], [-4.4472, -7.5023, -3.9432], [-3.5742, -6.0393, -5.4148], [-2.5718, -4.2966, -5.9867], [-4.3423, -4.1575, -5.8738], [-2.3180, -4.3049, -3.5790], [-3.7923, -3.3266, -3.6955], [6.7948, 2.9810, 0.3795], [6.2114, 4.3592, 0.1751], [5.3572, 4.1630, -0.9516], [5.0264, 2.8393, -1.0038], [4.2024, 2.3876, -1.7215], [5.7764, 2.1209, -0.1250], [6.9995, 2.7568, 1.4242], [7.7051, 2.8233, -0.2030], [5.6054, 4.6841, 1.0245], [6.9638, 5.1160, -0.0349], [6.3057, 1.1065, 5.3111], [6.6534, -0.3606, 5.3872], [7.7023, -0.4845, 4.4172], [8.2729, 0.7369, 4.2669], [9.2744, 0.9470, 3.6617], [7.5444, 1.6924, 4.8945], [5.9841, 1.5208, 6.2627], [5.5422, 1.3119, 4.5590], [7.0457, -0.6501, 6.3642], [5.8089, -0.9977, 5.1370], [1.6953, 6.3019, 2.6448], [1.8673, 7.0739, 1.3541], [0.9259, 6.4381, 0.4864], [-0.0207, 5.8514, 1.2518], [-1.0309, 5.3757, 0.8436], [0.3313, 5.8776, 2.5612], [1.8545, 6.9092, 3.5326], [2.3338, 5.4180, 2.6968], [1.5954, 8.1269, 1.4574], [2.8716, 7.0042, 0.9439], [-6.7097, -0.0816, -5.9781], [-5.3824, -0.2026, -5.2615], [-5.0812, -1.5930, -5.4244], [-5.7460, -2.0464, -6.5119], [-5.5673, -3.1185, -6.9992], [-6.6280, -1.1259, -6.9581], [-6.8501, 0.8832, -6.4581], [-7.5589, -0.2823, -5.3230], [-4.5942, 0.3853, -5.7341], [-5.4359, 0.0576, -4.2079], [-3.9926, 5.6375, 1.5266], [-4.8790, 6.6829, 0.8915], [-6.0876, 6.5719, 1.6535], [-5.7736, 6.0366, 2.8607], [-6.5237, 5.9724, 3.7818], [-4.4968, 5.5936, 2.8725], [-2.9418, 5.9025, 1.5108], [-4.1148, 4.6538, 1.0710], [-4.4832, 7.6942, 1.0076], [-5.0705, 6.4959, -0.1619]],
  "lowdin_charge": [-0.104, -0.258, -0.304, -0.223, 0.272, -0.231, -0.303, -0.174, -0.264, -0.358, -0.205, -0.051, -0.206, -0.419, -0.034, -0.044, 0.049, 0.059, 0.064, 0.097, 0.092, 0.078, 0.081, 0.028, 0.032, -0.039, 0.048, 0.041, 0.077, 0.081, 0.079, 0.097, 0.095, 0.094, 0.110, 0.088, 0.131, 0.105, 0.122, 0.063, 0.074, 0.088, 0.084, -0.107, -0.105, 0.058, -0.585, 0.128, 0.044, 0.127, 0.133, 0.123, 0.133, -0.111, -0.116, 0.057, -0.569, 0.162, 0.054, 0.133, 0.114, 0.130, 0.133, -0.099, -0.114, 0.058, -0.585, 0.135, 0.071, 0.140, 0.092, 0.128, 0.125, -0.119, -0.129, 0.052, -0.554, 0.183, 0.045, 0.130, 0.133, 0.127, 0.128, -0.113, -0.118, 0.059, -0.575, 0.153, 0.052, 0.134, 0.135, 0.130, 0.131, -0.110, -0.114, 0.076, -0.551, 0.143, 0.047, 0.134, 0.133, 0.130, 0.130, -0.110, -0.103, 0.054, -0.555, 0.151, 0.069, 0.132, 0.134, 0.136, 0.138, -0.107, -0.116, 0.052, -0.578, 0.152, 0.062, 0.097, 0.138, 0.130, 0.131],
  "e_homo_ha": -0.1872,
  "lumo_energy_ev": 1.80,
  "total_charge": -1,
  "homo_lumo_gap_ev": 6.89
}

---

# 4
{
  "formula": "C63H66GeN4P2PtSb",
  "method": "ωB97M-V/def2-TZVPD",
  "species": ["Pt", "C", "C", "C", "P", "C", "C", "C", "C", "C", "C", "C", "C", "C", "N", "C", "C", "C", "C", "C", "C", "P", "C", "C", "C", "C", "C", "C", "H", "H", "H", "H", "H", "H", "H", "H", "H", "H", "H", "H", "H", "H", "H", "H", "H", "H", "H", "H", "H", "H", "H", "H", "H", "H", "H", "H", "H", "H", "H", "H", "H", "H", "H", "H", "C", "Ge", "C", "C", "C", "C", "C", "C", "C", "C", "C", "C", "C", "C", "C", "C", "C", "C", "C", "C", "H", "H", "H", "H", "H", "H", "H", "H", "H", "H", "H", "H", "H", "H", "H", "C", "C", "C", "C", "C", "C", "Sb", "C", "C", "C", "C", "C", "C", "C", "C", "C", "C", "C", "C", "H", "H", "H", "H", "H", "H", "H", "H", "H", "H", "H", "H", "H", "H", "H", "N", "C", "N", "C", "N"],
  "xyz": [[-1.4418, 1.0187, 0.5568], [-3.8447, 2.0844, -2.1119], [-3.6542, 3.2880, -1.1893], [-3.7062, 4.5840, -1.9971], [-2.1700, 3.0586, -0.0956], [-0.7517, 4.0954, -0.6929], [-0.8888, 5.6162, -0.7537], [-0.1802, 3.5269, -1.9932], [-2.5725, 3.8126, 1.4863], [-3.1568, 5.0673, 1.6418], [-3.2527, 5.6759, 2.8797], [-2.6903, 5.0157, 3.9718], [-2.1350, 3.7604, 3.8468], [-2.1271, 3.0753, 2.6083], [-1.6892, 1.7755, 2.4611], [-1.7166, 0.9775, 3.6189], [-2.8165, 1.0551, 4.4807], [-2.8835, 0.3317, 5.6586], [-1.8538, -0.5324, 5.9962], [-0.7983, -0.6853, 5.1113], [-0.7033, 0.0447, 3.9281], [0.3616, -0.4855, 2.5415], [1.7366, 0.7787, 2.4562], [1.9782, 1.3808, 3.8483], [1.6187, 1.9258, 1.4645], [1.3152, -1.9985, 3.0355], [2.2860, -1.9753, 4.2176], [2.0965, -2.4951, 1.8085], [-4.7887, 2.1831, -2.6546], [-3.8536, 1.1445, -1.5635], [-3.0446, 2.0243, -2.8533], [-4.4722, 3.3078, -0.4612], [-2.8733, 4.6494, -2.6974], [-3.6925, 5.4748, -1.3696], [-4.6270, 4.6013, -2.5855], [-0.0344, 3.8715, 0.1011], [-1.3590, 5.9437, -1.6803], [0.1080, 6.0638, -0.7201], [-1.4524, 6.0182, 0.0875], [-0.7661, 3.8522, -2.8573], [-0.1671, 2.4364, -1.9776], [0.8457, 3.8741, -2.1445], [-3.5435, 5.5778, 0.7664], [-3.7227, 6.6438, 2.9910], [-2.6883, 5.4916, 4.9459], [-1.7159, 3.2784, 4.7193], [-3.6362, 1.7074, 4.2077], [-3.7538, 0.4289, 6.2968], [-1.8926, -1.1183, 6.9057], [-0.0508, -1.4321, 5.3342], [2.6072, 0.1804, 2.1704], [1.1293, 2.0070, 4.1300], [2.8686, 2.0151, 3.8217], [2.1116, 0.6418, 4.6355], [0.8507, 2.6243, 1.7989], [1.3617, 1.5892, 0.4602], [2.5760, 2.4566, 1.4193], [0.5112, -2.7188, 3.2387], [3.1446, -1.3378, 3.9990], [2.6716, -2.9876, 4.3643], [1.8565, -1.6453, 5.1602], [2.9953, -1.8920, 1.6642], [1.5137, -2.4663, 0.8901], [2.4229, -3.5245, 1.9732], [-0.6892, -0.8053, 1.2855], [-1.3914, -2.4872, 0.8106], [-2.3062, -3.3841, 2.3376], [-2.5973, -4.7502, 2.3575], [-3.3550, -5.3134, 3.3758], [-3.8515, -4.5139, 4.3968], [-3.5971, -3.1507, 4.3808], [-2.8357, -2.5959, 3.3586], [-2.8922, -2.3041, -0.4565], [-3.8525, -1.3103, -0.2569], [-4.9714, -1.2170, -1.0719], [-5.1501, -2.1138, -2.1174], [-4.2153, -3.1162, -2.3221], [-3.1080, -3.2173, -1.4873], [-0.2063, -3.9064, 0.1070], [0.0255, -4.0592, -1.2576], [0.8149, -5.0940, -1.7434], [1.4322, -5.9712, -0.8657], [1.2455, -5.8149, 0.5014], [0.4262, -4.8003, 0.9753], [-2.2400, -5.3887, 1.5580], [-3.5644, -6.3771, 3.3681], [-4.4441, -4.9505, 5.1924], [-3.9910, -2.5115, 5.1623], [-2.6577, -1.5266, 3.3445], [-3.7209, -0.5962, 0.5499], [-5.7043, -0.4379, -0.8934], [-6.0129, -2.0305, -2.7677], [-4.3391, -3.8190, -3.1369], [-2.3977, -4.0162, -1.6634], [-0.4320, -3.3872, -1.9732], [0.9398, -5.2040, -2.8112], [2.0574, -6.7720, -1.2433], [1.7287, -6.4909, 1.1980], [0.2772, -4.7050, 2.0458], [7.0614, 1.6463, -0.4157], [6.2428, 0.7180, 0.2126], [5.0037, 0.4098, -0.3315], [4.5654, 1.0060, -1.5143], [5.3950, 1.9402, -2.1296], [6.6329, 2.2587, -1.5844], [2.5847, 0.5356, -2.2090], [3.0490, -1.4023, -2.9977], [2.2090, -1.8619, -4.0101], [2.4730, -3.0549, -4.6637], [3.5750, -3.8143, -4.2943], [4.4011, -3.3800, -3.2687], [4.1427, -2.1748, -2.6245], [2.8251, 1.4138, -4.1598], [1.9534, 2.4036, -4.6016], [2.0898, 2.9603, -5.8692], [3.1053, 2.5312, -6.7081], [3.9790, 1.5376, -6.2818], [3.8357, 0.9818, -5.0201], [8.0274, 1.8939, 0.0066], [6.5661, 0.2368, 1.1278], [4.3722, -0.3126, 0.1742], [5.0793, 2.4237, -3.0466], [7.2652, 2.9878, -2.0768], [1.3476, -1.2791, -4.3183], [1.7959, -3.3883, -5.4405], [3.7804, -4.7534, -4.7941], [5.2561, -3.9755, -2.9713], [4.8170, -1.8339, -1.8470], [1.1463, 2.7384, -3.9624], [1.3954, 3.7226, -6.2008], [3.2116, 2.9600, -7.6969], [4.7674, 1.1897, -6.9383], [4.5120, 0.1949, -4.7044], [-1.2966, -2.4644, -4.8244], [-1.3766, -1.4760, -4.2214], [-1.4774, -0.2923, -3.6511], [-1.3289, -0.1156, -2.3830], [-1.2087, 0.2854, -1.2992]],
  "lowdin_charge": [0.885, -0.123, -0.501, -0.112, 0.919, -0.508, -0.100, -0.140, -0.302, -0.120, -0.114, -0.097, -0.047, -0.314, -0.132, -0.311, -0.050, -0.095, -0.112, -0.098, -0.246, 0.857, -0.456, -0.104, -0.144, -0.459, -0.108, -0.122, 0.081, 0.032, 0.070, 0.108, 0.062, 0.056, 0.078, 0.083, 0.061, 0.080, 0.056, 0.074, 0.018, 0.075, 0.088, 0.090, 0.098, 0.109, 0.120, 0.100, 0.098, 0.081, 0.083, 0.075, 0.080, 0.056, 0.052, 0.001, 0.081, 0.098, 0.072, 0.081, 0.052, 0.062, 0.046, 0.078, -0.616, 0.883, -0.246, -0.112, -0.105, -0.110, -0.091, -0.099, -0.266, -0.141, -0.110, -0.100, -0.092, -0.110, -0.276, -0.108, -0.080, -0.098, -0.098, -0.161, 0.095, 0.093, 0.091, 0.091, 0.077, 0.075, 0.097, 0.093, 0.099, 0.081, 0.082, 0.097, 0.094, 0.097, 0.096, -0.103, -0.095, -0.160, -0.385, -0.122, -0.095, 1.536, -0.397, -0.146, -0.088, -0.104, -0.097, -0.123, -0.389, -0.125, -0.090, -0.100, -0.090, -0.136, 0.096, 0.099, 0.080, 0.087, 0.098, 0.079, 0.102, 0.096, 0.096, 0.082, 0.055, 0.099, 0.096, 0.099, 0.103, 0.092, -0.435, 0.082, -0.360, -0.040],
  "e_homo_ha": -0.1463,
  "lumo_energy_ev": 2.25,
  "total_charge": -1,
  "e_above_lowest_ev": 0.000,
  "homo_lumo_gap_ev": 6.23
}